i:
This record from OMol25 describes a 9-piece molecular cluster, CH20O9 overall. The level of theory is ωB97M-V/def2-TZVPD.

The geometry in XYZ format:
```
30
Properties=species:S:1:pos:R:3
O 16.1130 11.3290 34.0400
H 15.8260 10.6310 34.8450
H 16.8150 11.9870 34.1040
H 16.2400 10.9690 33.1810
C 15.3240 8.7440 36.2230
O 16.3910 9.1590 35.5330
H 15.0310 9.7060 36.7320
H 15.5640 8.1740 37.0610
H 14.5250 8.2290 35.6550
O 16.4740 6.9920 34.0530
H 16.3560 7.8400 34.6570
H 17.0910 6.4430 34.5450
O 17.8900 13.3490 32.3380
H 18.7760 12.9770 32.6600
H 18.0340 13.3820 31.3560
O 18.6180 9.8220 32.7170
H 19.1620 10.0780 31.9230
H 17.8060 9.3860 32.4240
O 14.0370 12.1450 31.3690
H 13.6720 12.5660 30.5490
H 14.6860 11.3340 31.2360
O 16.8340 12.6270 36.4040
H 17.5900 11.9380 36.6180
H 17.4070 13.4310 36.3200
O 15.9060 10.0180 31.5610
H 15.4820 9.1210 31.4020
H 16.3460 10.0990 30.7270
O 12.9730 11.1960 35.5420
H 13.3260 11.6260 36.2460
H 12.6200 10.3530 36.0220
```

E_LUMO	-0.44	eV
frontier orbital gap	7.12	eV

ii:
This record from OMol25 describes a 9-piece molecular cluster, CH20O9 overall. The level of theory is ωB97M-V/def2-TZVPD.

The geometry in XYZ format:
```
30
Properties=species:S:1:pos:R:3
O 2.3944 0.2302 -0.2904
H 2.1069 1.1058 -0.6921
H 1.7263 -0.0583 0.1454
H 2.4840 -0.2570 -1.2216
C -0.7303 -0.2142 -0.3562
O 0.2016 -0.8612 0.4728
H -1.4849 0.4947 0.1176
H -1.1212 -1.0196 -0.9158
H -0.2063 0.3256 -0.9065
O 1.3845 2.6564 -1.2789
H 0.4780 2.9918 -1.1497
H 1.9619 3.4561 -0.8257
O -1.8988 2.1973 -3.0959
H -1.6345 2.7416 -2.3547
H -2.0074 1.3037 -2.8340
O -1.8896 -1.4788 2.1367
H -1.9570 -0.6815 2.6046
H -1.2907 -1.3439 1.4092
O 0.5810 1.7079 1.5523
H 0.4084 1.8004 2.4727
H 0.1155 1.0074 1.2625
O 1.2038 -1.3991 3.0946
H 1.8131 -2.0872 2.9965
H 0.9353 -1.3459 2.1641
O 2.2618 -3.3140 0.4614
H 2.3423 -4.2754 0.3196
H 1.7136 -3.3321 -0.2889
O -3.3329 0.2170 -1.8682
H -3.0309 0.1057 -0.9568
H -3.5278 -0.6734 -2.1745
```

E_LUMO	-0.65	eV
frontier orbital gap	7.93	eV

The computed energies, referenced to the most stable structure and given in hartree, are i 0.0000; ii 0.0470.

i:
This record from OMol25 describes one molecule with the formula C4H12N4O. The level of theory is ωB97M-V/def2-TZVPD.

The geometry in XYZ format:
```
21
Properties=species:S:1:pos:R:3
H 2.2586 -1.7768 0.8245
N 1.3391 -1.3437 0.8569
C 1.2486 -0.2186 0.2574
C 2.3420 0.4521 -0.5021
C -0.1252 0.3909 0.2029
N -0.1573 1.5906 -0.5975
N -0.5859 0.6365 1.5632
C -1.0676 -0.7105 -0.5519
N -2.3857 -0.1349 -0.6713
O -1.0707 -1.8976 0.1525
H 3.2446 -0.1573 -0.5120
H 2.5582 1.4173 -0.0477
H 2.0069 0.6505 -1.5177
H -1.1129 1.7366 -0.9107
H 0.1121 2.3830 -0.0241
H -1.5732 0.8737 1.5469
H -0.4688 -0.1957 2.1304
H -0.6452 -0.8249 -1.5643
H -2.9025 -0.3094 0.1851
H -2.8922 -0.5790 -1.4275
H -0.1230 -1.9828 0.6069
```

E_LUMO	0.95	eV
frontier orbital gap	9.88	eV
structure (SMILES)	[H]/N=C(\C)C(N)(N)[C@H](N)O

ii:
This record from OMol25 describes a 2-piece molecular cluster, C4H12N4O overall. The level of theory is ωB97M-V/def2-TZVPD.

The geometry in XYZ format:
```
21
Properties=species:S:1:pos:R:3
C 0.9654 1.5013 0.3506
C -2.6508 -0.3402 -0.6400
C 1.3269 2.2399 -0.8966
N -1.2224 -0.4319 -0.5026
H -0.6252 -0.4343 -1.3243
H 1.6926 1.5717 1.1502
H -0.0347 1.7118 0.7073
H -3.0806 -1.2287 -1.1161
H -2.8672 0.5310 -1.2601
H -3.1138 -0.1896 0.3343
H 2.1459 1.7302 -1.4174
H 0.4992 2.2657 -1.6062
H 1.6933 3.2561 -0.7189
C 1.0763 -0.7967 0.4298
N 1.8375 -1.4236 1.3612
N -0.6484 -1.0125 0.5908
N -0.9919 -2.0395 1.3023
O 1.4189 -0.6612 -0.7451
H 1.4233 -1.6692 2.2470
H 2.6692 -1.9076 1.0709
H -1.5135 -2.6726 0.6829
```

E_LUMO (spin up / spin down)	0.87 / -0.04	eV
frontier orbital gap (spin up / spin down)	8.84 / 6.67	eV

iii:
This record from OMol25 describes C4H12N4O as an isolated structure. The level of theory is ωB97M-V/def2-TZVPD.

The geometry in XYZ format:
```
21
Properties=species:S:1:pos:R:3
C -1.4695 1.2289 -1.2797
N -0.1431 -0.7686 -0.2931
C -1.2731 0.3243 -0.0780
N -0.4772 -2.0572 0.1670
N 0.5579 -0.7626 -1.5152
O -2.2188 -0.0603 0.6188
H 1.4067 -1.3024 -1.3580
H 0.0133 -1.3061 -2.1837
H 0.0702 -2.2072 1.0195
H -1.4487 -1.9916 0.4848
H -2.1145 2.0517 -0.9705
H -0.5268 1.6141 -1.6628
H -1.9750 0.6709 -2.0718
C 1.9993 0.9018 0.6598
C 0.7341 0.3220 1.2073
N 0.5997 -0.3092 2.2917
H -0.3660 -0.5266 2.5439
H -0.3182 1.0563 0.8116
H 2.3256 1.7096 1.3153
H 2.7734 0.1311 0.6419
H 1.8507 1.2812 -0.3489
```

E_LUMO	0.49	eV
frontier orbital gap	9.10	eV

iv:
This record from OMol25 describes one molecule with the formula C4H12N4O. The level of theory is ωB97M-V/def2-TZVPD.

The geometry in XYZ format:
```
21
Properties=species:S:1:pos:R:3
C 1.9407 -0.6302 0.6512
N 1.0259 -0.3187 -0.4101
C 1.6058 -0.1700 -1.7235
N -0.0752 0.5570 -0.2101
C -0.3762 0.9347 1.1483
N -1.4012 -0.0739 1.6747
C -2.2055 -0.2792 0.5070
N -1.3044 -0.2214 -0.6569
O -1.8973 0.3761 -1.7531
H 2.6117 -1.4032 0.2782
H 1.4110 -1.0393 1.5129
H 2.5549 0.2250 0.9838
H 0.8122 0.1106 -2.4106
H 2.0065 -1.1361 -2.0331
H 2.4084 0.5810 -1.7697
H 0.4859 0.9961 1.8055
H -0.8911 1.9030 1.1254
H -0.9119 -0.9352 1.9022
H -2.6554 -1.2775 0.4679
H -2.9704 0.5135 0.4440
H -2.1745 1.2877 -1.5340
```

E_LUMO	0.94	eV
frontier orbital gap	8.76	eV
structure (SMILES)	CN(C)N1CNCN1O

The computed energies, referenced to the most stable structure and given in hartree, are i 0.0000; ii 0.2347; iii 0.1626; iv 0.1596.

i:
This record from OMol25 describes a 2-piece molecular cluster, C8H10O2 overall. The level of theory is ωB97M-V/def2-TZVPD.

The geometry in XYZ format:
```
20
Properties=species:S:1:pos:R:3
C 2.8229 0.5354 0.0398
C 2.7778 -0.8587 -0.3133
C 1.6879 -1.4603 0.1796
C 0.5255 -0.7669 0.6622
C 0.5663 0.5507 0.5890
C 1.6161 1.2322 0.2941
H 3.7515 1.0997 -0.3207
H 3.7446 -1.5051 -0.4773
H 1.4938 -2.6004 0.0563
H -0.3403 -1.5029 1.0126
H -0.4308 1.0354 0.7941
H 1.4123 2.2878 0.1791
C -2.2899 1.1485 -0.5799
C -2.5526 -0.1798 0.0879
O -2.9024 -0.2910 1.2536
O -2.3881 -1.2104 -0.7330
H -2.2697 1.9220 0.1721
H -1.3767 1.2493 -1.2500
H -3.1026 1.3343 -1.3234
H -2.7457 -2.0197 -0.3230
```

E_LUMO	0.66	eV
frontier orbital gap	9.77	eV
structure (SMILES)	c1ccccc1.CC(=O)O

ii:
This record from OMol25 describes one molecule with the formula C8H10O2. The level of theory is ωB97M-V/def2-TZVPD.

The geometry in XYZ format:
```
20
Properties=species:S:1:pos:R:3
C 1.6374 -1.1183 2.9352
O 0.7989 -0.1000 2.3795
C 0.2646 -0.1420 1.1552
C -1.1362 0.4760 0.6626
C -1.8985 1.6794 0.5545
O -2.3615 2.4698 1.3894
C -2.2039 1.7315 -0.9858
C -1.1429 0.9087 -1.6415
C -0.9884 -0.3069 -0.6126
C 0.3478 -0.8706 -0.1689
H 1.5895 -1.0557 4.0051
H 2.7750 -0.9735 2.8284
H 1.4628 -2.1653 2.5355
H -3.2124 1.0689 -1.1629
H -2.2152 2.6849 -1.4261
H -1.4016 0.6766 -2.6370
H -0.1753 1.3919 -1.6920
H -1.8409 -1.0844 -0.9415
H 1.1492 -0.7278 -0.7672
H 0.2433 -1.9387 0.0618
```

E_LUMO (spin up / spin down)	0.05 / 0.06	eV
frontier orbital gap (spin up / spin down)	8.02 / 8.02	eV
structure (SMILES)	COC1=C2C(=O)CC[C@H]2C1

The computed energies, referenced to the most stable structure and given in hartree, are i 0.0000; ii 0.1180.